[1]
80
Properties=species:S:1:pos:R:3:forces:R:3:mulliken_charge:R:1 method="wB97M-V/def2-TZVPD" e_homo_ev="-16.032 / -16.221" fmax_ev_per_a=1.885 charge=+3 e_lumo_ha="-0.428 / -0.448" relative_energy_ev=0.000 homo_lumo_gap_ev="4.4 / 4.0" e_tot_ha=-2701.8665
In 0.020108 0.129717 0.186571 0.164 -1.467 0.309 0.90
P -1.562902 -2.258111 -0.735718 0.000 -0.490 -0.288 0.74
P 0.616188 0.416601 -2.392877 0.338 0.588 -0.812 0.76
P -2.027013 -0.161177 2.248030 -1.470 0.486 1.075 0.82
H -0.713273 7.933149 -0.816280 -0.022 0.132 0.612 0.29
C -0.667144 7.904922 0.283087 0.377 0.122 0.129 -0.46
C 0.517486 7.760318 0.894488 -0.339 0.342 -0.287 -0.51
H 1.431955 7.650857 0.291595 -0.395 0.061 0.428 0.26
C -3.103572 -1.881830 -1.664636 0.114 0.283 0.120 -1.16
C -0.664869 -3.301101 -1.937932 0.158 -0.151 0.037 -1.20
C -2.179256 -3.536541 0.415990 0.062 -0.091 0.189 -1.13
C 1.594779 1.950464 -2.492929 0.085 0.124 0.193 -1.23
C 1.618231 -0.860545 -3.225375 0.176 -0.392 0.250 -1.25
C -0.787454 0.700235 -3.539047 -0.232 -0.113 0.524 -1.21
C -1.976862 1.330534 3.302614 0.516 0.152 -0.289 -1.26
C -2.068428 -1.450413 3.548062 0.694 -0.357 -0.335 -1.33
C -3.775996 -0.150499 1.680462 0.260 -0.018 -0.603 -1.18
H -1.606386 8.071762 0.824478 0.451 -0.048 -0.198 0.29
H 0.634250 7.839256 1.981838 -0.082 -0.144 -0.480 0.28
H -3.598538 -2.819988 -1.955737 0.168 0.277 0.065 0.46
H -2.869008 -1.300024 -2.564916 -0.179 -0.138 0.223 0.26
H -3.784169 -1.297800 -1.031531 0.089 -0.129 -0.274 0.27
H -1.235684 -4.209964 -2.162081 0.069 0.186 -0.012 0.52
H 0.301480 -3.598979 -1.512337 -0.122 0.020 -0.108 0.22
H -0.484251 -2.759087 -2.871338 -0.093 -0.124 0.126 0.39
H -2.762406 -4.287125 -0.131715 0.077 0.198 0.072 0.56
H -2.811466 -3.098739 1.195836 0.072 -0.149 -0.183 0.24
H -1.336111 -4.043976 0.894086 -0.259 0.084 -0.143 0.13
H 2.114164 1.996519 -3.462010 -0.183 0.003 0.256 0.52
H 2.334703 1.971553 -1.679352 -0.101 -0.008 -0.295 0.38
H 0.943921 2.829562 -2.375684 0.152 -0.317 -0.093 0.21
H 1.345228 -0.909570 -4.290927 0.035 0.121 0.337 0.50
H 1.436347 -1.843713 -2.768777 0.173 0.314 -0.213 0.20
H 2.687658 -0.622547 -3.134954 -0.405 -0.030 -0.029 0.50
H -0.388246 1.083950 -4.492203 -0.072 -0.165 0.349 0.51
H -1.474328 1.437752 -3.098397 0.164 -0.200 -0.225 0.34
H -1.333739 -0.239787 -3.715454 0.230 0.372 -0.014 0.35
H -2.678071 1.188648 4.133979 0.104 -0.025 -0.186 0.54
H -2.243714 2.231292 2.742621 0.000 -0.191 0.190 0.30
H -0.960147 1.462629 3.689155 -0.275 0.014 0.100 0.38
H -2.896758 -1.227302 4.229254 0.066 0.077 -0.195 0.56
H -1.125630 -1.423618 4.103656 -0.194 -0.066 0.012 0.43
H -2.203576 -2.446125 3.117646 0.031 0.149 0.166 0.33
H -4.421925 0.039685 2.554432 0.295 -0.093 -0.296 0.52
H -4.050987 -1.112883 1.219844 0.046 0.387 0.228 0.34
H -3.908706 0.652595 0.937707 -0.085 -0.293 0.273 0.34
C -0.087350 3.493099 0.542389 0.485 -0.378 0.298 1.02
C -1.479079 3.582620 0.316962 -0.796 -0.128 -0.818 0.24
C -1.974573 4.513454 -0.588951 -0.255 -0.605 0.802 -0.92
C -1.103380 5.390208 -1.241757 0.306 0.199 -0.087 -0.59
C 0.286759 5.269887 -1.067440 0.903 -0.195 0.689 -0.80
C 0.785101 4.406676 -0.098186 0.001 0.869 -0.683 -0.62
S 0.666707 2.290694 1.526680 0.349 -0.005 -0.542 -0.08
H -1.516920 0.816353 -0.411068 -0.625 0.384 0.119 -0.16
H -2.153093 2.901033 0.845876 0.243 0.378 -0.304 -0.01
H -3.045555 4.587766 -0.760451 0.178 0.051 0.102 0.54
H -1.496836 6.233425 -1.807416 0.026 -0.492 -0.184 0.68
H 0.990016 5.923179 -1.600894 -0.482 -0.210 0.270 0.45
H 1.835663 4.436342 0.202156 -0.296 -0.141 -0.294 0.47
C 3.900284 -1.561604 -0.769551 0.260 0.519 -0.367 -1.11
N 3.369909 -2.622866 0.068222 -1.034 1.275 0.136 0.29
C 4.135769 -3.842598 0.019816 0.282 -0.437 -0.547 -0.57
C 3.694157 -4.851375 1.044918 0.644 -0.667 0.551 -0.76
C 2.251279 -4.727170 1.460592 -0.038 -0.119 -0.029 -0.60
N 1.925964 -3.335392 1.747451 -0.676 0.964 -0.460 0.19
C 0.707635 -3.130152 2.516417 -0.309 -0.110 0.312 -0.88
C 2.320043 -2.364341 0.882936 0.420 -0.459 -0.356 0.49
O 1.750823 -1.210904 0.836131 -0.622 0.504 0.024 -0.84
H 4.029530 -1.918244 -1.804798 -0.069 -0.008 0.399 0.40
H 4.892698 -1.232323 -0.414334 -0.393 -0.164 -0.023 0.41
H 3.222049 -0.698133 -0.762141 0.344 -0.360 0.009 0.09
H 4.060083 -4.268019 -0.992864 -0.112 0.230 0.140 0.37
H 5.190945 -3.572362 0.144922 -0.139 -0.163 0.115 0.33
H 4.339142 -4.759682 1.920085 -0.144 -0.066 0.082 0.35
H 3.859304 -5.845531 0.625959 0.031 0.002 0.203 0.36
H 2.040340 -5.278676 2.382086 0.197 -0.099 -0.267 0.48
H 1.583746 -5.115803 0.671880 0.034 0.142 0.183 0.30
H -0.046853 -3.871973 2.217090 0.289 0.179 0.173 0.39
H 0.861766 -3.245312 3.602981 0.195 0.038 -0.451 0.37
H 0.308048 -2.132830 2.321081 0.139 -0.222 0.096 -0.03

[2]
82
Properties=species:S:1:pos:R:3:forces:R:3:mulliken_charge:R:1 method="wB97M-V/def2-TZVPD" e_homo_ev=-2.619 fmax_ev_per_a=5.434 charge=-1 e_lumo_ha=0.039 homo_lumo_gap_ev=3.7 e_tot_ha=-5475.3684
F 4.428657 -1.190225 0.116712 1.924 4.636 -2.077 -0.21
C 4.975737 0.003410 -0.562634 0.327 -3.500 -3.215 0.67
F 4.118287 0.275314 -1.738514 2.977 -0.606 4.506 -0.21
F 6.294327 -0.457187 -1.148576 -4.241 1.548 1.997 -0.30
C 5.342049 1.276572 0.374677 3.539 0.772 0.541 0.62
F 5.807482 2.448076 -0.459872 -2.069 -4.048 2.709 -0.25
F 6.593088 0.873087 1.127519 -4.124 0.977 -2.456 -0.30
C 4.278269 1.721092 1.521385 1.150 0.129 4.404 0.43
F 3.690340 0.573550 2.311992 1.895 3.709 -3.394 -0.25
F 5.153687 2.387625 2.571035 -2.662 -1.897 -3.281 -0.31
C 3.191107 2.861048 1.149712 -0.104 3.180 2.382 0.59
F 3.946369 4.171181 1.110191 -2.190 -4.159 -0.100 -0.30
F 2.287451 3.004519 2.353079 2.907 -0.763 -4.283 -0.25
C 2.345478 2.768590 -0.212111 -1.693 2.179 -2.609 0.57
F 1.396099 3.950812 -0.177326 3.137 -3.514 0.124 -0.29
F 3.126895 3.014889 -1.482843 -1.584 -0.680 4.493 -0.29
C 1.401122 1.475728 -0.471841 -3.171 -1.368 -1.697 0.60
F 1.364242 1.271634 -1.969820 0.729 0.380 3.762 -0.34
F 1.835678 0.192170 0.099560 -0.019 3.572 -1.377 -0.27
C -0.192290 1.667173 -0.044133 0.372 -0.577 -0.563 -0.73
C -0.458577 1.641518 1.573152 -2.312 0.034 0.043 -0.13
N -1.726148 0.810259 1.816692 2.590 -0.005 0.338 -0.66
Br -3.203775 1.607995 0.948342 -0.074 0.459 -0.278 -0.26
H -0.737364 0.697438 -0.478837 1.476 1.925 1.051 0.32
H -0.714115 2.574909 -0.608635 1.604 -1.812 1.347 0.29
H 0.397342 1.113454 2.185333 -1.654 1.063 -1.307 0.16
H -0.718348 2.727239 1.986466 1.277 -1.737 -0.977 0.13
N -5.696465 3.483186 2.706141 -0.800 0.296 0.879 -0.37
C -5.399701 4.261364 3.769965 -0.136 -0.577 -0.833 -0.30
C -6.230833 4.415080 4.868026 -0.278 -0.145 -0.041 -0.36
C -7.443023 3.733155 4.876532 -0.005 0.016 -0.032 -0.20
C -7.777742 2.925477 3.794528 0.096 0.216 0.305 -0.56
C -6.879360 2.832186 2.743757 0.933 0.371 -0.266 -0.11
H -4.444457 4.775292 3.714770 -0.039 -0.050 0.021 0.36
H -5.940282 5.051387 5.696247 0.003 -0.064 -0.058 0.35
H -8.121224 3.829995 5.719334 0.080 -0.030 -0.063 0.40
H -8.715116 2.381398 3.770545 0.074 0.010 -0.028 0.40
H -7.093326 2.211677 1.878023 -0.047 -0.014 0.110 0.38
N -7.653834 -0.253424 0.844587 0.211 -0.964 -0.338 -0.36
C -8.379340 -1.386099 0.971247 0.464 0.761 -0.048 -0.31
C -7.958546 -2.625625 0.516655 0.153 0.051 -0.066 -0.37
C -6.719863 -2.711013 -0.110140 0.087 0.104 -0.028 -0.16
C -5.950276 -1.561570 -0.257222 -0.195 -0.381 -0.010 -0.60
C -6.454742 -0.367968 0.233430 -0.720 0.451 0.397 0.00
H -9.339857 -1.267266 1.464142 0.030 -0.055 -0.020 0.35
H -8.581665 -3.503010 0.647708 0.024 0.075 0.003 0.35
H -6.357007 -3.665286 -0.480746 -0.031 0.096 0.043 0.35
H -4.980948 -1.594692 -0.741548 -0.068 0.089 0.117 0.38
H -5.890200 0.556136 0.146060 0.075 -0.166 0.026 0.32
N 8.736173 -2.208176 -5.615169 -0.029 1.259 0.651 -0.50
C 8.078079 -2.000826 -4.453588 0.440 -0.182 -0.767 -0.36
C 7.815768 -0.744921 -3.930098 0.069 0.183 -0.076 -0.24
C 8.257730 0.368284 -4.637165 0.017 -0.017 -0.022 -0.20
C 8.940076 0.187047 -5.835777 -0.131 -0.025 0.242 -0.54
C 9.151455 -1.108249 -6.280118 -0.193 -0.732 0.351 -0.15
H 7.756427 -2.900685 -3.937395 -0.005 0.084 0.009 0.39
H 7.280309 -0.637371 -2.993630 0.119 -0.042 -0.251 0.42
H 8.071847 1.368796 -4.257594 0.005 -0.122 -0.034 0.39
H 9.297890 1.033980 -6.410182 -0.027 -0.097 0.029 0.36
H 9.675819 -1.301681 -7.211749 -0.044 0.036 0.039 0.37
N -6.423445 1.346417 7.101544 -0.693 -0.657 0.591 -0.40
C -6.784015 1.498439 8.394691 0.308 -0.060 -0.958 -0.22
C -7.651143 0.645296 9.058304 -0.105 -0.192 -0.138 -0.38
C -8.185832 -0.428190 8.353864 -0.002 -0.012 -0.036 -0.14
C -7.834983 -0.610179 7.020110 -0.092 0.059 0.356 -0.46
C -6.957283 0.294144 6.444129 0.502 0.780 0.216 -0.27
H -6.342966 2.352519 8.900343 -0.032 -0.059 0.005 0.35
H -7.903818 0.813998 10.098953 0.029 0.003 -0.079 0.35
H -8.870046 -1.117455 8.840091 0.070 0.070 -0.045 0.35
H -8.234832 -1.436570 6.443513 0.061 0.082 0.024 0.36
H -6.650063 0.192781 5.406993 -0.032 0.012 0.067 0.47
N 7.976555 -4.484569 -8.828034 -0.685 -0.774 0.278 -0.51
C 7.615985 -4.332547 -7.534886 0.352 0.195 -0.897 0.08
C 6.748857 -5.185690 -6.871274 -0.143 -0.333 -0.258 -0.52
C 6.214168 -6.259176 -7.575713 -0.002 0.016 0.078 -0.32
C 6.565017 -6.441165 -8.909467 -0.030 0.056 0.218 -0.37
C 7.442717 -5.536842 -9.485449 0.412 0.714 0.365 -0.21
H 8.057034 -3.478467 -7.029235 -0.137 -0.359 -0.046 0.55
H 6.496182 -5.016988 -5.830625 0.034 0.020 -0.090 0.33
H 5.529954 -6.948441 -7.089487 0.064 0.067 -0.058 0.35
H 6.165168 -7.267556 -9.486065 0.041 0.074 0.030 0.35
H 7.749937 -5.638205 -10.522584 -0.054 -0.036 0.054 0.36

[3]
9
Properties=species:S:1:pos:R:3:forces:R:3:nbo_charge:R:1 method="wB97M-V/def2-TZVPD" e_homo_ev="-8.366 / -8.368" fmax_ev_per_a=2.947 e_lumo_ha="-0.042 / -0.042" relative_energy_ev=1.633 homo_lumo_gap_ev="7.2 / 7.2" e_tot_ha=-1741.4529
C 0.402475 -0.716643 1.710128 -1.705 2.404 -0.015 -0.01
N 0.244628 -1.344502 2.797506 2.261 0.354 0.228 -0.18
N -0.566297 -1.898845 3.513835 -0.690 0.301 0.049 -0.24
S -1.639843 -2.020134 0.787441 0.144 0.140 -0.364 -0.37
S -1.905618 -2.399764 2.673848 -1.183 -0.863 0.188 0.46
S -0.133665 1.233066 -0.587183 -1.060 -2.543 0.863 -0.14
S -0.140110 1.062763 1.482689 -0.176 -0.391 0.687 0.09
H 1.197625 -0.773183 1.045804 1.508 -1.274 -1.043 0.22
H -0.948046 0.012438 -0.565611 0.902 1.871 -0.593 0.17

[4]
79
Properties=species:S:1:pos:R:3:forces:R:3:lowdin_spin:R:1 method="wB97M-V/def2-TZVPD" e_homo_ev="2.512 / -1.524" fmax_ev_per_a=6.075 charge=-2 e_lumo_ha="0.151 / 0.150" homo_lumo_gap_ev="1.6 / 5.6" multiplicity=2 e_tot_ha=-1910.6438 s2=0.75
C -0.237982 -0.339271 -0.122541 -0.016 0.479 1.217 0.00
O -0.731402 -0.160001 1.156639 -0.365 0.454 -0.738 0.00
H 0.283938 -1.263111 -0.371981 0.882 -0.711 0.780 0.00
H -0.949632 -0.442561 -0.941681 -1.217 0.695 -0.624 0.00
H 0.426768 0.495529 -0.344601 0.399 0.126 -0.898 0.00
C 0.380418 3.412699 -1.961051 -0.092 -1.266 0.445 0.01
C 0.732998 2.645439 -3.291831 -0.222 -0.334 3.566 0.00
O 1.233318 3.513029 -4.215371 0.691 1.008 -2.171 0.00
H 0.556188 2.765949 -1.101451 -0.814 -0.802 -0.247 0.00
H -0.644072 3.776309 -1.881641 0.061 0.146 -0.215 0.00
H 1.086268 4.143919 -1.567111 0.225 0.669 -1.234 0.01
H -0.082452 2.027599 -3.667891 -0.506 0.226 0.008 0.00
H 1.484088 1.911719 -2.999231 0.428 0.179 -0.270 0.00
H 0.497648 4.063799 -4.492951 0.098 0.225 -0.056 0.00
C -0.694952 0.354679 4.713659 0.515 -0.325 -1.405 0.03
O -0.990092 -0.776581 4.496259 -1.056 -3.263 0.754 0.00
N -0.416042 1.159379 3.729209 0.642 3.262 -1.526 0.03
N -0.532172 0.877639 5.923159 0.081 0.693 3.824 0.02
H -0.484262 0.874459 2.762639 -0.083 -0.681 -0.460 0.00
H -0.072332 2.077289 3.972919 0.022 0.090 -0.471 0.09
H -0.294392 1.836079 6.135179 0.018 -0.278 -0.383 0.04
H -0.514232 0.215199 6.685349 -0.117 0.258 -0.220 0.00
C 2.221848 2.668819 0.630699 2.752 1.872 -0.996 0.08
O 2.672348 1.962299 -0.290441 -0.296 0.700 0.091 0.02
N 1.376168 2.368879 1.522649 -3.843 -4.328 1.469 0.05
N 2.600998 3.931099 0.969399 1.626 -0.035 -3.045 0.10
H 1.000918 3.104719 2.103869 -0.645 -0.284 0.417 0.13
H 0.911758 1.496169 1.315749 -0.850 -0.404 0.927 0.00
H 2.282678 4.165609 1.898799 0.952 1.452 0.183 0.17
H 3.324018 4.219949 0.326039 0.266 1.149 0.993 0.02
C 0.003078 -4.263831 -1.001031 -1.374 0.655 2.508 0.00
O -0.685082 -3.869851 -0.118271 -1.744 0.906 2.687 0.00
N -0.405842 -4.204241 -2.212531 -1.262 0.071 -5.942 0.00
N 1.139018 -4.851421 -0.791541 4.493 -2.034 0.632 0.00
H -1.381832 -3.998051 -2.370701 0.390 0.117 -0.051 0.00
H 0.215608 -4.451491 -2.969351 -0.551 0.080 -0.086 0.00
H 1.775568 -5.022491 -1.556811 0.057 0.050 0.383 0.00
H 1.516018 -4.747981 0.139739 0.043 0.062 -0.267 0.00
C -3.062492 2.990269 -0.359301 -1.074 2.024 -0.947 0.02
O -3.701722 3.908999 -0.851021 -0.781 1.224 -0.647 0.01
N -3.360812 1.741249 -0.595741 -0.599 -3.696 -0.581 0.00
N -2.037432 3.174969 0.429169 2.133 0.426 2.158 0.02
H -4.020412 1.483129 -1.315741 0.239 0.374 0.298 0.00
H -2.723822 1.029949 -0.266511 0.026 -0.378 -0.051 0.00
H -1.842882 4.098989 0.787559 -0.052 -0.186 -0.121 0.06
H -1.670902 2.388549 0.946169 0.408 -0.102 0.041 0.01
C -3.842352 -2.462271 -0.358451 2.027 -0.823 1.532 0.00
O -3.180842 -2.506431 0.621379 0.329 0.156 2.132 0.00
N -3.396572 -1.918001 -1.482611 1.607 2.310 -4.001 0.00
N -4.928422 -3.162971 -0.638981 -2.963 -1.190 -0.767 0.00
H -4.012782 -1.566141 -2.201351 0.152 -0.051 0.213 0.00
H -2.414822 -1.740601 -1.640061 -0.106 0.288 0.711 0.00
H -5.590722 -3.490321 0.049719 0.209 0.199 -0.349 0.00
H -5.067692 -3.056891 -1.633691 -1.362 -0.896 0.487 0.00
C -4.112532 -0.460141 3.158929 0.924 -1.840 -1.065 0.00
O -3.790522 -1.619861 3.352699 -0.736 0.063 1.024 0.00
N -3.514292 0.313049 2.290949 2.986 1.414 -2.804 0.00
N -5.165852 0.196379 3.632819 -2.554 0.475 2.192 0.00
H -2.668842 -0.028711 1.856779 0.814 -0.460 -0.149 0.00
H -3.749822 1.240189 1.966859 -0.364 -0.252 0.600 0.00
H -5.360502 1.041979 3.115939 -0.780 -0.350 0.582 0.00
H -5.851052 -0.401161 4.072749 -0.251 0.626 -0.171 0.00
C 5.858588 -1.855051 -0.667691 -0.716 -1.458 -1.038 0.00
C 4.844228 -0.749171 -0.882631 0.218 2.029 -0.150 0.00
C 3.493038 -1.177881 -1.521721 0.463 -1.785 -0.214 0.00
O 3.695768 -1.594501 -2.887971 0.403 0.740 -1.502 0.00
C 2.593348 -2.203441 -3.556821 -0.151 0.149 1.891 0.00
N 4.572488 -0.016691 0.307339 -1.068 -0.557 3.071 0.00
H 5.359558 -2.738671 -0.269841 -0.386 -0.067 0.208 0.00
H 6.743248 -1.793811 -0.033871 -0.081 1.084 -0.069 0.00
H 6.148938 -2.172501 -1.669201 0.444 -0.080 -0.076 0.00
H 5.262058 0.115719 -1.397871 0.461 -0.862 -2.062 0.00
H 2.675428 -0.472021 -1.375551 0.268 0.490 -0.250 0.00
H 3.152198 -2.117331 -1.086571 -0.062 -0.008 1.012 0.00
H 2.472638 -3.218041 -3.177191 0.126 -0.560 0.007 0.00
H 2.660528 -2.265531 -4.642981 0.526 0.479 0.124 0.00
H 1.661068 -1.732191 -3.245571 -0.198 0.400 -0.320 0.00
H 5.371558 0.393369 0.769329 0.260 -0.289 -0.285 0.01
H 3.898548 0.726149 0.188609 -0.330 0.060 -0.242 0.00